(1)
A molecular structure, Cl3O2P in a non-equilibrium geometry. Source: the OMol25 dataset; level of theory: ωB97M-V/def2-TZVPD.

Computed properties:
lowest unoccupied orbital energy	-1.665	eV
HOMO	-9.39	eV
net charge	0
HOMO-LUMO gap	7.72	eV
ΔE to the lowest compared entry with this formula, charge and spin	424.1	kJ/mol

Last column: Löwdin charge in e.
CARTESIAN COORDINATES (ANGSTROEM)
O (0.3053, 0.6993, 1.1745)  -0.97
O (-0.9806, -0.2590, -0.9627)  -0.98
P (0.2247, -0.8912, -0.3164)  0.46
Cl (1.6801, 1.0029, 2.1314)  0.44
Cl (-2.6022, -0.5423, -0.4261)  0.67
Cl (1.3726, -0.0098, -1.6007)  0.38

=====

(2)
2 unconnected molecules or ions with the total composition C4H12N2O in a non-equilibrium geometry. Source: the OMol25 dataset; level of theory: ωB97M-V/def2-TZVPD.

Computed properties:
⟨S²⟩	0.755
lowest unoccupied orbital energy (alpha / beta)	-4.047 / -7.798	eV
spin multiplicity	2
HOMO (alpha / beta)	-14.32 / -14.32	eV
net charge	+1
HOMO-LUMO gap (alpha / beta)	10.27 / 6.52	eV
ΔE to the lowest compared entry with this formula, charge and spin	103.0	kJ/mol

Last column: Löwdin charge in e.
CARTESIAN COORDINATES (ANGSTROEM)
C (1.2903, 1.9346, -1.0110)  -0.09
C (0.9492, 0.4641, -1.1551)  -0.24
C (0.8142, -0.2537, 0.1728)  -0.18
N (-0.1498, -2.0193, 2.3104)  0.21
C (0.1101, -2.4104, 1.0724)  -0.15
N (0.3519, -1.6144, 0.0747)  0.20
H (0.4879, 2.5331, -0.5998)  0.08
H (2.1546, 2.0710, -0.3454)  0.09
H (1.6655, 2.3072, -1.9520)  0.08
H (0.0760, 0.3326, -1.7960)  0.12
H (1.7416, -0.0327, -1.7167)  0.12
H (-0.0744, 0.2067, 0.6512)  0.16
H (1.7080, -0.1990, 0.7924)  0.15
H (-0.4701, -2.7559, 2.9320)  0.14
H (-0.6051, -1.1412, 2.5268)  0.14
H (0.0877, -3.4785, 0.8546)  0.17
H (-2.9985, 0.6562, -1.1244)  0.02
H (-3.8756, 1.8229, -0.4930)  0.04
O (-3.2634, 1.5764, -1.1938)  -0.06

=====

(3)
A molecular structure, C25H42MgN5OS2Si2 in a non-equilibrium geometry. Source: the OMol25 dataset; level of theory: ωB97M-V/def2-TZVPD.

Computed properties:
lowest unoccupied orbital energy	2.043	eV
HOMO	-2.71	eV
net charge	-1
HOMO-LUMO gap	4.75	eV
ΔE to the lowest compared entry with this formula, charge and spin	68.1	kJ/mol

Last column: Löwdin charge in e.
CARTESIAN COORDINATES (ANGSTROEM)
Mg (0.2905, -0.2681, -0.1811)  0.55
C (4.4634, -1.3761, 0.9984)  -0.17
Si (2.6544, -2.0322, 1.3000)  0.37
C (2.8901, -3.1728, 2.7616)  -0.18
C (2.3771, -3.2100, -0.1425)  -0.17
N (1.3734, -0.9053, 1.3748)  -0.16
C (1.1068, -0.2202, 2.5167)  -0.37
C (1.9656, -0.1176, 3.5972)  -0.08
C (1.5019, 0.4693, 4.8078)  -0.15
C (0.2612, 1.1055, 4.8498)  -0.17
C (-0.5205, 1.1388, 3.7156)  -0.09
C (-0.1760, 0.4677, 2.4765)  -0.33
N (-0.9853, 0.3161, 1.3925)  -0.13
Si (-2.6094, 0.9653, 1.4126)  0.41
C (-2.4357, 2.8761, 1.5469)  -0.19
C (-3.7942, 0.4403, 2.8029)  -0.18
C (-3.3933, 0.4527, -0.2289)  -0.18
H (4.8338, -2.1219, 0.2615)  0.02
H (5.1592, -1.3717, 1.8635)  0.02
H (4.4801, -0.4092, 0.4545)  0.00
H (2.1116, -3.8302, 3.1083)  0.01
H (3.3884, -2.5743, 3.5602)  0.02
H (3.6948, -3.7782, 2.2995)  0.03
H (3.1004, -4.0384, -0.2453)  0.03
H (2.2383, -2.7334, -1.0633)  -0.02
H (1.4183, -3.7660, 0.0310)  0.04
H (2.9073, -0.6973, 3.5802)  0.07
H (2.0864, 0.2046, 5.6620)  0.06
H (-0.1411, 1.4747, 5.8241)  0.09
H (-1.4977, 1.6188, 3.8210)  0.05
H (-2.7391, 3.1283, 2.6268)  0.04
H (-3.1311, 3.4657, 0.9319)  0.00
H (-1.4263, 3.1808, 1.1919)  0.03
H (-4.1097, -0.6191, 2.6168)  0.03
H (-4.6386, 1.0488, 2.8094)  -0.01
H (-3.2832, 0.5346, 3.7828)  0.03
H (-2.6231, 0.3104, -1.0215)  0.01
H (-4.2159, 1.1405, -0.5283)  0.03
H (-3.9304, -0.4630, -0.0534)  0.00
S (2.0818, -0.7757, -4.4144)  0.98
C (3.3414, 0.0314, -3.6214)  -0.45
C (3.0264, 0.1365, -2.2871)  -0.26
C (1.7290, -0.2866, -1.8464)  -0.20
C (1.1507, -0.8537, -2.9803)  -0.56
C (-0.2112, -1.4650, -3.0223)  -0.27
C (-0.8877, -1.9480, -4.1459)  -0.04
C (-2.0446, -2.6080, -3.9412)  -0.07
C (-2.5473, -2.7875, -2.6354)  -0.05
C (-1.8264, -2.2697, -1.6004)  -0.16
N (-0.7417, -1.5941, -1.8156)  0.09
H (4.3539, 0.1565, -3.9605)  0.06
H (3.7896, 0.4022, -1.5453)  0.08
H (-0.5284, -1.7629, -5.1257)  0.09
H (-2.5830, -2.9355, -4.7889)  0.09
H (-3.4211, -3.4752, -2.3499)  0.13
H (-2.2108, -2.3218, -0.6298)  0.09
C (-2.0398, 4.3410, -3.3100)  -0.10
C (-1.5173, 3.5649, -2.0305)  -0.38
S (-0.6796, 2.1033, -2.5607)  0.97
O (-0.3997, 1.4564, -1.2082)  -0.57
C (0.8920, 2.6960, -3.0909)  -0.42
C (1.3696, 3.9270, -2.4653)  -0.14
H (-2.8130, 5.1045, -3.0518)  0.08
H (-2.5439, 3.5862, -3.9793)  0.08
H (-1.1799, 4.8207, -3.7680)  0.05
H (-2.3468, 3.1140, -1.4801)  0.07
H (-0.9543, 3.9886, -1.2800)  0.05
H (0.7744, 2.7996, -4.1755)  0.10
H (1.6198, 1.8909, -2.8749)  0.06
H (0.6206, 4.7158, -2.5947)  0.06
H (2.2677, 4.2095, -3.0542)  0.10
H (1.6278, 3.8030, -1.4006)  0.10
N (-1.0067, -3.3995, 3.4319)  -0.09
N (-1.3039, -3.0881, 2.0776)  -0.10
H (-0.4999, -2.6909, 3.9521)  0.06
H (-0.4035, -4.1851, 3.4487)  0.02
H (-0.5576, -2.6562, 1.4619)  0.05
H (-2.0496, -2.3781, 2.1491)  0.04

=====

(4)
8 unconnected molecules or ions with the total composition C15H48N2O9 in a non-equilibrium geometry. Source: the OMol25 dataset; level of theory: ωB97M-V/def2-TZVPD.

Computed properties:
lowest unoccupied orbital energy	0.203	eV
HOMO	-9.23	eV
net charge	0
HOMO-LUMO gap	9.43	eV
ΔE to the lowest compared entry with this formula, charge and spin	233.0	kJ/mol

Last column: Löwdin charge in e.
CARTESIAN COORDINATES (ANGSTROEM)
C (0.9840, -5.1786, 2.3311)  -0.11
O (0.8359, -3.7829, 2.0511)  -0.16
H (0.2251, -5.5527, 1.6439)  0.08
H (2.0119, -5.4433, 2.0830)  0.09
H (0.6418, -5.5743, 3.2874)  0.08
H (-0.0883, -3.6330, 1.8391)  0.02
C (4.7071, 2.0236, 1.7150)  -0.11
O (5.3648, 0.9355, 1.0055)  -0.13
H (4.0542, 1.4728, 2.3922)  0.07
H (5.3555, 2.5775, 2.3938)  0.08
H (4.0951, 2.6679, 1.0838)  0.08
H (6.1993, 1.2310, 0.6341)  0.09
C (-1.8708, -1.9768, 2.0349)  -0.16
O (-1.7686, -3.3460, 2.0918)  -0.10
H (-0.9281, -1.4610, 1.8525)  0.08
H (-2.5760, -1.6210, 1.2837)  0.08
H (-2.3329, -1.5771, 2.9376)  0.09
H (-2.6455, -3.7282, 2.1734)  0.11
C (1.0203, 2.2823, -2.2441)  -0.17
O (2.0685, 2.7456, -1.4212)  -0.13
H (0.7541, 3.0223, -2.9989)  0.08
H (1.3541, 1.3822, -2.7601)  0.08
H (0.0705, 2.1157, -1.7358)  0.05
H (2.2090, 2.0629, -0.7611)  0.02
C (1.6954, -0.0484, 0.8794)  -0.11
O (2.7797, 0.4372, 0.0430)  -0.13
H (1.7845, 0.4036, 1.8673)  0.08
H (0.7632, 0.3690, 0.4987)  0.05
H (1.5534, -1.1039, 1.1114)  0.06
H (3.6296, 0.4555, 0.4891)  0.02
C (-0.8183, 2.6233, 1.3797)  -0.04
C (-1.9409, 3.7366, 1.1983)  -0.42
C (-2.9934, 3.4257, 0.0777)  -0.18
O (-2.4828, 3.5378, -1.2565)  -0.20
C (-3.4039, 3.1673, -2.2414)  -0.13
N (-2.5836, 4.0493, 2.4233)  0.04
H (-0.2635, 2.6143, 0.4415)  0.05
H (-1.2514, 1.6298, 1.4958)  0.06
H (-0.2634, 2.7863, 2.3036)  0.08
H (-1.4066, 4.5615, 0.7268)  0.13
H (-3.8574, 4.0756, 0.2164)  0.11
H (-3.2907, 2.3772, 0.0595)  0.12
H (-3.1431, 3.7614, -3.1173)  0.10
H (-4.4132, 3.4906, -1.9866)  0.09
H (-3.4260, 2.0827, -2.3480)  0.07
H (-3.5572, 4.1633, 2.1797)  0.06
H (-2.4243, 3.3118, 3.0948)  0.07
C (-3.3339, 1.2118, -4.9745)  -0.07
C (-2.6539, -0.1415, -5.2634)  -0.41
C (-2.4942, -0.9529, -3.9214)  -0.17
O (-1.5229, -0.3099, -3.0639)  -0.20
C (-1.2039, -1.1313, -1.9976)  -0.14
N (-3.5091, -0.9037, -6.1915)  0.03
H (-4.2258, 0.9964, -4.3861)  0.08
H (-3.5769, 1.8742, -5.8054)  0.08
H (-2.6940, 1.8350, -4.3498)  0.05
H (-1.6233, 0.0292, -5.5744)  0.13
H (-2.0352, -1.9294, -4.0756)  0.12
H (-3.4468, -1.0081, -3.3946)  0.12
H (-2.0587, -1.5673, -1.4806)  0.08
H (-0.5912, -0.5711, -1.2913)  0.07
H (-0.5280, -1.9143, -2.3413)  0.09
H (-3.6452, -0.2484, -6.9479)  0.06
H (-2.9548, -1.6430, -6.5992)  0.07
C (3.9142, -3.7482, 3.7484)  -0.23
C (4.9236, -2.9232, 4.5603)  -0.29
O (4.4143, -1.6887, 4.8120)  -0.05
O (3.4176, -3.2202, 2.4927)  -0.08
H (3.1089, -3.9526, 4.4538)  0.11
H (4.2634, -4.7632, 3.5588)  0.11
H (5.7555, -2.7394, 3.8804)  0.12
H (5.2287, -3.5087, 5.4276)  0.13
H (4.1696, -1.3409, 3.9514)  0.08
H (2.4752, -3.2922, 2.3242)  0.01

=====

(5)
A molecular structure, C15H21FeN2O3 in a non-equilibrium geometry. Source: the OMol25 dataset; level of theory: ωB97M-V/def2-TZVPD.

Computed properties:
⟨S²⟩	6.077
lowest unoccupied orbital energy (alpha / beta)	2.874 / 2.715	eV
spin multiplicity	5
HOMO (alpha / beta)	0.22 / -4.39	eV
net charge	-1
HOMO-LUMO gap (alpha / beta)	2.66 / 7.10	eV
ΔE to the lowest compared entry with this formula, charge and spin	21.6	kJ/mol

Last column: Löwdin charge in e.
CARTESIAN COORDINATES (ANGSTROEM)
O (3.1438, -1.6159, 0.4737)  0.06
C (2.2016, -0.9452, 0.4161)  -0.14
Fe (0.9242, 0.3034, 0.7739)  0.09
C (2.1025, 1.4197, 1.3969)  -0.23
O (2.8649, 2.0627, 1.9959)  0.07
C (0.7726, -0.2462, 2.4444)  -0.19
O (0.9143, -0.5325, 3.5612)  0.08
C (-1.1675, -1.0910, -0.1260)  -0.17
C (-2.1209, -0.5516, 0.8462)  -0.22
C (-2.0031, 0.9466, 1.2259)  -0.20
C (-0.5945, 1.4963, 1.2050)  -0.28
C (-0.0440, 1.9047, -0.0700)  -0.27
C (-0.1169, 1.0277, -1.1404)  -0.17
C (-0.2331, -0.3851, -0.9003)  -0.27
H (-1.1241, -2.1745, -0.1922)  0.08
H (-3.1575, -0.7195, 0.4973)  0.10
H (-2.0361, -1.1576, 1.7649)  0.10
H (-2.6459, 1.5370, 0.5504)  0.10
H (-2.4240, 1.0727, 2.2369)  0.10
H (-0.3784, 2.1380, 2.0703)  0.11
H (0.4157, 2.8943, -0.1672)  0.10
H (0.1614, 1.3499, -2.1486)  0.09
H (0.3176, -1.0192, -1.6216)  0.10
N (-2.9364, -1.7188, -3.0062)  0.00
C (-2.8805, -3.1686, -3.2140)  -0.25
C (-2.4235, -3.8952, -1.9553)  -0.34
C (-2.9291, -5.3410, -1.8236)  -0.14
C (-3.5671, -5.4472, -0.4202)  -0.17
C (-3.8121, -3.9970, 0.0242)  -0.21
N (-2.9029, -3.1738, -0.7622)  -0.06
H (-2.0121, -1.3512, -2.7809)  0.06
H (-3.2758, -1.2514, -3.8411)  0.07
H (-3.9068, -3.4913, -3.4405)  0.11
H (-2.2262, -3.4530, -4.0546)  0.11
H (-1.3217, -3.8757, -1.9341)  0.13
H (-3.7011, -5.5321, -2.5796)  0.10
H (-2.1207, -6.0646, -1.9734)  0.10
H (-4.5023, -6.0099, -0.4484)  0.10
H (-2.8815, -5.9418, 0.2752)  0.10
H (-4.8608, -3.7086, -0.1773)  0.11
H (-3.6334, -3.8494, 1.0956)  0.10
H (-3.3047, -2.2721, -1.0028)  0.07

=====

Number 1: total energy -50947.2350 eV. Number 2: total energy -9361.3502 eV. Number 3: total energy -78978.4610 eV. Number 4: total energy -37735.5785 eV. Number 5: total energy -59399.8300 eV.